The following is a DFT calculation (ωB97M-V/def2-TZVPD) of C4H7NO as an isolated structure.

The total energy comes out at -286.44401 Eh. For the LUMO energy, the calculation gives 0.58 eV. The multiplicity is 1. The gap between HOMO and LUMO is 9.767 eV. The strongest force on any atom comes out at 0.044 hartree/bohr.

Atoms and positions in Å:
C  0.11139  1.34802  0.01222
H  -0.76436  1.81980  0.45560
H  -1.64280  -0.46980  0.89571
H  0.15011  0.28425  1.53047
H  2.03374  -1.85011  0.23828
C  -0.85442  -0.92018  0.22385
C  1.12205  -1.24792  -0.00983
H  -0.81089  0.26971  -1.69654
O  0.84724  0.91244  1.14252
N  0.99574  -0.58889  -1.06471
C  -0.25990  0.07486  -0.77826
H  0.56490  2.09514  -0.66945
H  -1.41061  -1.74229  -0.23617

Results of the Mulliken charge analysis, in e, for atoms 1 through 4: number 1, C, carries -0.6736; number 2, H, carries 0.3078; number 3, H, carries 0.2965; number 4, H, carries 0.3704